## one
An isolated molecule of C4H10N2O. Source: OMol25; level of theory: the ωB97M-V functional and the def2-TZVPD basis.

```
17
Properties=species:S:1:pos:R:3:mulliken_charge:R:1
H -2.47 0.80 -0.76 0.2284
H 1.27 2.16 -0.32 0.3893
H 2.29 0.15 0.53 0.2566
C 1.64 -1.74 0.35 -0.1106
H -1.08 -1.28 0.74 0.4709
O 0.94 -2.55 -0.21 -0.5245
N 1.45 -0.39 0.40 -0.1192
C 0.37 1.60 -0.58 -1.4831
H -0.83 -0.90 -0.97 0.3365
H 0.03 0.81 1.35 0.0761
H 2.56 -2.04 0.87 0.3554
N -2.23 0.33 0.11 -0.6479
C -1.01 -0.47 0.02 -0.6665
H 0.39 1.25 -1.61 0.3414
C 0.21 0.39 0.35 0.4588
H -0.54 2.19 -0.51 0.3948
H -2.99 -0.33 0.26 0.2437
```

Properties
SMILES: C[C@@H](CN)NC=O
Gap between HOMO and LUMO, eV: 10.4
Net charge: 0
HOMO, eV: -9.46
Lowest unoccupied orbital energy, eV: 0.897

## two
An isolated molecule of C4H10N2O. Source: OMol25; level of theory: the ωB97M-V functional and the def2-TZVPD basis.

```
17
Properties=species:S:1:pos:R:3:mulliken_charge:R:1
H 1.29 -1.32 -0.62 0.1595
N 1.91 -1.02 -0.01 -0.4404
N -1.94 0.56 -0.87 -0.3731
H 0.30 1.75 -0.40 0.3761
C 2.07 0.51 -0.13 -0.5006
H -1.80 1.48 -0.97 0.1507
H -0.92 1.24 1.52 0.3412
H 2.34 -1.57 0.63 0.1367
H 0.09 -0.27 1.84 0.2440
C -0.40 0.39 1.06 -0.3524
H -2.62 0.10 -1.54 0.2314
C -1.26 -0.37 0.01 0.4235
C 0.72 1.20 0.36 -0.8023
H 2.86 0.90 0.43 0.3577
H 2.32 0.73 -1.18 0.2454
H 1.09 2.06 1.02 0.3960
O -1.44 -1.53 -0.29 -0.5934
```

Properties
SMILES: NCCCC(N)=O
Gap between HOMO and LUMO, eV: 9.6
Net charge: 0
HOMO, eV: -8.72
Lowest unoccupied orbital energy, eV: 0.929

## three
An isolated molecule of C4H10N2O. Source: OMol25; level of theory: the ωB97M-V functional and the def2-TZVPD basis.

```
17
Properties=species:S:1:pos:R:3:mulliken_charge:R:1
H -1.06 -1.76 -1.63 0.3069
H -1.21 -1.49 2.67 0.3437
H -0.33 1.20 1.28 0.2211
N 0.29 -0.81 1.26 -0.5030
H -0.18 2.82 0.55 0.2156
H 0.63 -1.16 -2.20 0.3649
H 0.23 -2.54 -0.97 0.3546
H 1.56 -0.51 -0.22 0.1416
H -1.41 -1.84 0.86 0.3048
C 0.25 1.02 -0.60 0.1456
C 0.43 -0.43 -0.17 0.5556
H -1.70 -0.14 1.72 0.2021
N -0.14 1.79 0.56 -0.2946
O 0.50 1.53 -1.67 -0.6132
C 0.05 -1.51 -1.35 -1.2527
C -1.14 -1.11 1.62 -0.8046
H 0.88 -1.55 1.55 0.3115
```

Properties
SMILES: CN[C@@H](C)C(N)=O
Gap between HOMO and LUMO, eV: 10.1
Net charge: 0
HOMO, eV: -9.23
Lowest unoccupied orbital energy, eV: 0.855

## four
A structure of composition C4H10N2O. Source: OMol25; level of theory: the ωB97M-V functional and the def2-TZVPD basis.

```
17
Properties=species:S:1:pos:R:3:mulliken_charge:R:1
H 2.98 -0.46 -0.10 0.3548
O -1.43 0.04 -1.02 -0.6341
H 1.79 -1.48 -0.92 0.3159
H 2.12 0.11 -1.56 0.2853
C 0.91 0.12 0.21 0.6828
H -2.95 1.41 -1.14 0.2656
H 2.05 1.54 1.32 0.2852
H 0.27 1.38 1.78 0.2903
H -3.00 0.37 0.29 0.2049
N -0.37 -1.22 0.80 0.0914
H -1.81 1.69 0.18 0.2082
C 1.09 1.06 1.15 -0.7040
H -0.93 -2.93 0.15 0.2911
C 2.02 -0.44 -0.62 -1.1606
N -0.14 -2.30 0.39 -0.3939
C -2.33 0.90 -0.39 -0.5663
H -0.27 0.22 -0.52 0.1834
```

Properties
Gap between HOMO and LUMO (alpha / beta), eV: 7.6 / 7.6
Net charge: 0
HOMO (alpha / beta), eV: -8.42 / -8.42
Lowest unoccupied orbital energy (alpha / beta), eV: -0.827 / -0.833

Least stable: four

## one
An isolated molecule of C4H10N2O. Source: OMol25; level of theory: the ωB97M-V functional and the def2-TZVPD basis.

```
17
Properties=species:S:1:pos:R:3:mulliken_charge:R:1
C 0.01 0.46 -0.55 -0.6342
H 2.59 0.44 -1.40 0.2680
O 0.26 -1.49 -1.99 -0.5661
N -2.00 0.93 1.04 -0.4911
N 2.05 0.10 -2.21 -0.5472
C 0.76 -0.33 -1.77 0.4901
H -1.41 -1.01 0.44 0.0967
H 0.22 -1.67 1.32 0.3343
H 0.92 -0.24 1.72 0.3080
H 2.76 -0.54 -2.64 0.2916
C -0.87 -0.01 0.69 0.5049
H -2.81 0.78 0.46 0.1838
H -0.73 0.93 -1.19 0.1861
C -0.02 -0.71 1.80 -1.1544
H -0.38 -0.62 2.90 0.3083
H -2.11 1.73 1.62 0.1360
H 0.77 1.25 -0.24 0.2850
```

Properties
SMILES: C[C@@H](N)CC(N)=O
Gap between HOMO and LUMO, eV: 9.8
Net charge: 0
HOMO, eV: -9.05
Lowest unoccupied orbital energy, eV: 0.754

## two
An isolated molecule of C4H10N2O. Source: OMol25; level of theory: the ωB97M-V functional and the def2-TZVPD basis.

```
17
Properties=species:S:1:pos:R:3:mulliken_charge:R:1
O -3.18 0.77 1.45 -0.5590
H -0.73 -1.42 -1.29 0.3695
H 1.70 0.37 1.33 0.1941
H -2.60 -0.81 -0.47 0.2979
C 0.19 0.47 -0.68 -0.5205
H 1.98 -0.39 -1.53 0.3028
H 3.14 0.08 0.66 0.2516
H -1.38 0.33 2.06 0.3501
N -1.94 -0.73 0.28 -0.2124
H -0.21 0.74 -1.67 0.2762
H -0.18 1.19 0.05 0.4021
C 1.67 0.32 -0.76 -0.5438
H 2.07 1.29 -1.15 0.2888
C -0.56 -0.81 -0.35 -0.7824
H -0.01 -1.50 0.29 0.3933
N 2.15 -0.13 0.56 -0.5243
C -2.10 0.24 1.24 0.0160
```

Properties
SMILES: NCCCNC=O
Gap between HOMO and LUMO, eV: 10.4
Net charge: 0
HOMO, eV: -9.53
Lowest unoccupied orbital energy, eV: 0.914

Least stable: one

## one
An isolated molecule of C4H10N2O. Source: OMol25; level of theory: the ωB97M-V functional and the def2-TZVPD basis.

```
17
Properties=species:S:1:pos:R:3:mulliken_charge:R:1
H 0.94 -1.47 1.19 0.3576
H -1.77 -1.26 -0.14 0.2988
H -0.60 -3.48 -0.26 0.1909
H -0.47 -2.30 1.77 0.3317
H -0.95 0.07 -1.76 0.2343
N 0.44 1.13 -0.62 -0.1021
C -0.02 -1.89 0.86 -0.6887
C -0.23 -0.10 -0.95 -0.7484
C -0.89 -0.81 0.25 -0.4955
C -0.10 2.18 0.04 0.0464
O 0.54 3.10 0.48 -0.5773
H -1.21 2.10 0.09 0.3103
N 0.23 -2.94 -0.12 -0.5261
H 1.00 -3.54 0.15 0.2042
H -1.24 -0.17 1.05 0.4396
H 0.44 -0.88 -1.32 0.4848
H 1.41 1.27 -0.89 0.2395
```

Properties
SMILES: NCCCNC=O
Gap between HOMO and LUMO, eV: 10.4
Net charge: 0
HOMO, eV: -9.48
Lowest unoccupied orbital energy, eV: 0.961

## two
An isolated molecule of C4H10N2O. Source: OMol25; level of theory: the ωB97M-V functional and the def2-TZVPD basis.

```
17
Properties=species:S:1:pos:R:3:mulliken_charge:R:1
C 0.90 -1.34 -1.09 -0.6754
H -0.90 2.69 -0.13 0.2835
N -0.23 -0.46 -0.88 -0.4115
H 0.75 0.65 0.65 0.3643
C -1.04 1.63 0.10 -0.4557
H 0.80 1.37 -0.98 0.3592
C 0.18 0.81 -0.28 -0.5863
H -2.23 1.80 1.79 0.2165
H 2.41 -2.48 0.12 0.3923
N -1.28 1.54 1.55 -0.6023
C 1.40 -2.06 0.12 0.1027
H 1.72 -0.80 -1.57 0.3384
H -1.93 1.29 -0.43 0.3190
O 0.73 -2.22 1.12 -0.4888
H -0.85 -0.92 -0.21 0.2956
H -1.06 0.63 1.93 0.2111
H 0.63 -2.12 -1.80 0.3375
```

Properties
SMILES: NCCNCC=O
Gap between HOMO and LUMO, eV: 10.0
Net charge: 0
HOMO, eV: -8.95
Lowest unoccupied orbital energy, eV: 1.031

## three
A structure of composition C4H10N2O. Source: OMol25; level of theory: the ωB97M-V functional and the def2-TZVPD basis.

```
17
Properties=species:S:1:pos:R:3:mulliken_charge:R:1
H 0.50 1.75 1.41 0.3088
H 0.47 2.42 -0.22 0.2883
H 1.89 -0.14 1.77 0.2654
H -1.56 0.29 -0.60 0.4531
H 0.50 0.77 -2.03 0.2228
C 1.86 -0.36 0.72 -1.1753
H -2.57 -0.50 1.21 0.2861
N -1.84 -0.98 -0.61 -0.4592
C 0.22 1.52 0.37 -0.6050
C 1.13 0.39 -0.11 0.7980
H 1.65 -0.57 -1.85 0.1941
H -1.40 -1.94 1.18 0.2712
C -1.99 -1.21 0.64 -0.2005
O -1.13 1.23 0.30 -0.7393
N 0.98 0.08 -1.47 -0.4684
H 2.41 -1.22 0.38 0.2679
H -1.13 -1.53 -1.09 0.2919
```

Properties
Gap between HOMO and LUMO, eV: 8.3
Net charge: 0
HOMO, eV: -8.12
Lowest unoccupied orbital energy, eV: 0.168

## four
A cluster of 2 separate species, C4H10N2O in total. Source: OMol25; level of theory: the ωB97M-V functional and the def2-TZVPD basis.

```
17
Properties=species:S:1:pos:R:3:mulliken_charge:R:1
H -0.91 0.92 0.44 0.2136
O 1.44 -2.51 2.37 -0.4866
H -1.99 2.82 -2.90 0.2460
H 0.70 0.32 -1.31 0.3570
H -2.62 1.57 -1.82 0.3348
H 0.81 -3.02 2.88 0.3434
C -0.32 0.68 -1.46 0.1001
H 2.80 -0.53 1.39 0.2480
H -2.41 1.21 -3.54 0.2457
C 1.87 -0.26 1.89 -0.8248
N -0.61 1.30 -2.51 -0.4217
H 1.57 0.77 1.96 0.2946
N -1.21 0.39 -0.37 -0.6266
H 0.16 -0.95 2.92 0.2904
C 1.10 -1.19 2.43 0.1384
C -1.99 1.75 -2.69 -0.7121
H -1.07 -0.57 -0.09 0.2599
```

Properties
SMILES: C/N=C\N.C=CO
Gap between HOMO and LUMO, eV: 10.0
Net charge: 0
HOMO, eV: -9.39
Lowest unoccupied orbital energy, eV: 0.564

Least stable: three

## one
The ion C8H15N2 with charge +1. Source: OMol25; level of theory: the ωB97M-V functional and the def2-TZVPD basis.

```
25
Properties=species:S:1:pos:R:3:mulliken_charge:R:1
H -0.20 2.74 -0.78 0.4230
H 0.88 -0.95 -1.20 0.4658
C -1.95 1.78 0.04 -0.4078
C 0.64 -1.42 -0.27 -0.4070
C 0.01 -0.39 0.64 -0.6038
H 2.30 -2.82 -0.42 0.3155
H -2.65 2.75 0.15 0.2938
H -0.13 -0.76 1.63 0.3793
H -1.61 -2.11 -1.04 0.3122
H 2.70 -1.64 0.85 0.3945
H 0.25 1.62 1.14 0.4388
N 0.38 1.01 0.36 -0.1037
H 2.01 0.66 -1.03 0.3349
N -2.31 -1.46 -0.81 -0.5245
C -2.15 -0.58 0.01 0.5198
H -0.16 -2.09 -0.48 0.1138
H 1.52 -2.74 1.22 0.3886
C 1.88 -2.12 0.42 -1.3306
H 1.86 2.28 -0.20 0.4608
C -0.63 1.67 -0.65 -0.4567
C 1.81 1.25 -0.10 -0.8725
H -0.62 0.99 -1.49 0.3594
H 2.49 0.91 0.71 0.3268
H -3.62 0.73 0.94 0.4289
C -2.68 0.67 0.37 -0.2494
```

Properties
Gap between HOMO and LUMO (alpha / beta), eV: 8.3 / 8.3
Net charge: +1
HOMO (alpha / beta), eV: -12.16 / -12.16
Lowest unoccupied orbital energy (alpha / beta), eV: -3.877 / -3.877

## two
A structure of composition C8H15N2. Source: OMol25; level of theory: the ωB97M-V functional and the def2-TZVPD basis.

```
25
Properties=species:S:1:pos:R:3:mulliken_charge:R:1
H 0.89 -2.73 0.29 0.3008
C 0.01 1.86 -0.31 -0.7087
H -1.02 -0.87 2.50 0.3779
H -1.67 -1.74 -2.23 0.3805
H 1.83 1.19 0.31 0.3681
H -1.10 2.02 -0.03 0.3146
C 0.54 -2.36 -0.57 -1.2159
H 0.89 1.91 1.72 0.3505
C 0.41 -0.18 1.14 0.2254
C -0.31 -0.26 -1.68 0.9257
N 1.14 -0.76 2.19 -0.5662
H 1.56 -1.62 1.88 0.2154
H -1.28 0.59 2.04 0.3334
C 0.92 1.19 0.77 -0.9039
H 0.36 2.92 -0.29 0.4082
H 1.11 1.13 -2.24 0.3208
C 0.09 1.20 -1.71 -0.7337
H 1.79 -0.17 2.70 0.2523
N -1.08 -0.31 1.61 -0.2013
H -0.48 1.86 -2.28 0.4315
H 0.54 -2.90 -1.53 0.3466
C 0.21 -1.10 -0.64 0.1466
H -1.49 -0.79 0.80 0.4086
C -1.30 -0.79 -2.40 -1.0535
H -1.80 -0.35 -3.32 0.2762
```

Properties
Gap between HOMO and LUMO, eV: 9.9
Net charge: +1
HOMO, eV: -12.89
Lowest unoccupied orbital energy, eV: -2.984

Least stable: one